Entry from the Open Molecules 2025 dataset: C22H21AuN4O6S2 as an isolated structure (wB97M-V/def2-TZVPD).

Properties
E_LUMO	-1.56	eV
ΔE to the lowest compared entry with this formula, charge and spin	0.331	eV
frontier orbital gap	6.75	eV
DFT total energy	-2453.49719	hartree

Atoms and positions in Å:
Au: -0.862264 0.651611 -1.671589
C: -2.545209 4.691114 -1.260080
C: -1.628026 3.545280 -1.513150
N: -2.052828 2.339801 -1.612549
N: -3.403964 2.109448 -1.542231
C: -3.755851 0.970333 -2.039801
N: -5.055238 0.627662 -2.082163
S: -2.638622 -0.183745 -2.759348
C: -0.175710 3.779928 -1.613642
C: 0.412175 4.915297 -1.071715
C: 1.792165 5.023503 -1.113928
C: 2.527673 4.011707 -1.702982
C: 1.851496 2.921725 -2.229304
N: 0.531627 2.814333 -2.199249
H: -3.561777 4.446776 -1.547758
H: -2.203278 5.575981 -1.792763
H: -2.536952 4.905938 -0.188558
H: -5.738154 1.261820 -1.705491
H: -5.330486 -0.303889 -2.331660
H: -0.188185 5.673750 -0.593051
H: 2.285724 5.876500 -0.670342
H: 3.606886 4.047241 -1.736025
H: 2.387965 2.095351 -2.677841
C: 0.906454 -2.834676 5.043987
C: 0.866904 -1.716116 4.042412
C: 1.524062 -1.822322 2.822949
C: 1.443169 -0.809187 1.879966
C: 0.705606 0.327183 2.155521
C: 0.062880 0.465211 3.375721
C: 0.146892 -0.552756 4.309334
S: 0.538915 1.613674 0.944068
O: 1.530445 2.617987 1.232463
O: -0.847311 2.059872 0.963239
O: 0.851970 0.919175 -0.361840
H: 1.565297 -3.635499 4.711894
H: -0.088734 -3.258706 5.187197
H: 1.257296 -2.482295 6.015201
H: 2.089424 -2.717732 2.595969
H: 1.943888 -0.903610 0.926743
H: -0.514550 1.356365 3.578504
H: -0.361893 -0.448411 5.260430
O: -0.835988 -4.459420 0.434412
C: 0.186577 -4.436533 -0.426523
C: 0.932196 -5.608052 -0.585573
C: 2.014159 -5.631696 -1.438460
C: 2.385444 -4.497326 -2.159435
C: 1.643671 -3.344384 -2.024646
C: 0.539709 -3.293771 -1.169297
C: -0.263514 -2.060580 -1.040984
O: 0.065130 -1.132567 -1.891982
O: -1.163351 -1.962661 -0.224666
H: -1.209276 -3.545705 0.458613
H: 0.637554 -6.481382 -0.020924
H: 2.583024 -6.546284 -1.545238
H: 3.243029 -4.522782 -2.816540
H: 1.901778 -2.452483 -2.577287

Cartesian forces, eV/Å:
Au 0.4 -0.9 0.3
C -0.1 0.0 0.0
C 0.0 0.0 0.0
N 0.4 -0.2 0.1
N -0.4 -0.1 0.0
C 0.2 0.1 0.0
N -0.1 0.0 -0.1
S -0.2 0.0 -0.1
C 0.2 0.0 0.0
C 0.0 -0.1 0.0
C 0.0 0.0 0.0
C 0.0 0.0 0.0
C 0.0 0.1 -0.1
N 0.1 0.2 -0.2
H 0.0 0.0 0.0
H 0.0 0.0 0.0
H 0.0 0.0 0.0
H 0.0 0.0 0.0
H 0.0 0.0 0.1
H 0.0 0.0 0.0
H 0.0 0.0 0.0
H 0.0 0.0 0.0
H 0.0 0.0 0.0
C 0.0 0.0 0.0
C 0.0 0.0 0.0
C 0.0 0.0 0.0
C 0.1 0.0 -0.1
C -0.1 0.0 -0.2
C -0.1 0.0 0.1
C 0.0 0.0 0.0
S -0.1 0.2 0.5
O 0.0 0.0 -0.1
O 0.3 -0.2 0.1
O -0.6 0.0 -0.2
H 0.0 0.0 0.0
H 0.0 0.0 0.0
H 0.0 0.0 0.0
H 0.0 0.0 0.0
H 0.0 0.0 -0.1
H 0.0 0.0 0.0
H 0.0 0.0 0.0
O -0.2 0.2 0.1
C 0.2 0.1 -0.2
C 0.0 0.1 0.0
C 0.0 0.0 0.0
C 0.0 0.0 0.0
C 0.0 0.0 0.0
C 0.1 -0.2 0.0
C 0.3 -0.4 -0.2
O -0.1 0.9 -0.3
O -0.6 0.2 0.5
H 0.0 -0.1 0.0
H 0.0 0.0 0.0
H 0.0 0.0 0.0
H 0.0 0.0 0.0
H 0.0 0.0 0.0

---

Entry from the Open Molecules 2025 dataset: C3H6N2 as an isolated structure (wB97M-V/def2-TZVPD).

Properties
E_LUMO (spin up / spin down)	-0.44 / -0.45	eV
ΔE to the lowest compared entry with this formula, charge and spin	6.819	eV
frontier orbital gap (spin up / spin down)	7.62 / 7.61	eV
DFT total energy	-227.17423	hartree

Atoms and positions in Å:
C: -0.065339 1.396930 -1.159163
N: -0.241201 0.127975 0.814145
N: 0.672918 0.618431 -0.182735
C: 0.023330 -1.182741 0.842297
C: -0.302343 -2.369989 1.146394
H: -0.374751 0.689880 1.650880
H: 0.877926 -0.832670 -0.203174
H: 0.642247 1.789788 -1.888339
H: -0.848414 0.830789 -1.680853
H: -0.558446 2.244164 -0.659689
H: 0.174074 -3.312558 1.320237

Cartesian forces, eV/Å:
C -0.1 -0.4 -0.4
N -0.3 -0.4 0.3
N 1.1 -1.9 0.2
C -2.4 -0.9 2.2
C 1.3 1.2 -0.9
H 0.1 -0.2 -0.1
H 0.3 2.8 -1.7
H 0.0 0.0 0.0
H 0.0 0.0 0.0
H 0.2 -0.1 0.1
H -0.2 -0.2 0.2

---

Entry from the Open Molecules 2025 dataset: one molecule with the formula C3H3FS2 (wB97M-V/def2-TZVPD).

Properties
E_LUMO	-1.57	eV
SMILES	FCC(=S)C=S
ΔE to the lowest compared entry with this formula, charge and spin	2.161	eV
frontier orbital gap	7.39	eV
DFT total energy	-1012.23583	hartree

Atoms and positions in Å:
F: 1.902595 -0.883272 0.052338
C: 1.214657 -0.132577 1.177606
C: -0.258294 0.062266 0.651719
S: -1.419740 0.156457 1.614292
C: -0.640698 -0.052998 -0.846260
S: 0.147054 0.396147 -2.166572
H: 1.114324 -0.766814 2.202434
H: 1.838548 0.965439 1.257074
H: -1.607234 -0.350986 -0.992459

Cartesian forces, eV/Å:
F -1.1 1.2 3.0
C 0.9 0.8 -1.4
C 4.4 -1.2 -3.8
S -4.0 0.7 3.7
C 2.9 1.3 0.9
S 0.4 0.1 0.2
H 0.8 1.5 -2.7
H -1.8 -3.3 0.0
H -2.6 -1.0 0.1

---

Entry from the Open Molecules 2025 dataset: C31H38F6IrN2P2SbSi2 as an isolated structure (wB97M-V/def2-TZVPD).

Properties
E_LUMO (spin up / spin down)	-5.95 / -6.04	eV
net charge	+1
multiplicity	2
ΔE to the lowest compared entry with this formula, charge and spin	2.876	eV
frontier orbital gap (spin up / spin down)	5.94 / 5.76	eV
DFT total energy	-3518.94308	hartree

Atoms and positions in Å:
Ir: 0.228344 0.725255 -1.876245
C: 2.639916 -0.772143 -3.578689
Si: 2.430272 -1.744852 -1.959166
C: 4.094791 -2.147977 -1.195123
C: 1.307483 -3.242173 -2.148404
N: 1.542120 -0.580912 -0.964708
P: 1.606332 -0.116108 0.579450
C: 0.036617 0.324796 1.201036
P: -1.525476 -0.066540 0.519619
N: -1.521578 -0.123202 -1.100676
Si: -2.844484 0.170236 -2.253655
C: -3.617144 1.864790 -2.043767
C: -4.107751 -1.207412 -2.062662
C: -1.923575 0.086615 -3.915533
C: -2.680037 1.171854 1.116369
C: -2.236880 2.488960 1.222567
C: -3.141945 3.487913 1.538540
C: -4.474700 3.167454 1.757151
C: -4.910933 1.850820 1.664511
C: -4.016714 0.845701 1.336264
C: -1.963670 -1.651464 1.255156
C: -2.041780 -2.807063 0.485414
C: -2.348102 -4.010065 1.101180
C: -2.557873 -4.057711 2.474076
C: -2.461805 -2.903614 3.242833
C: -2.162165 -1.695859 2.636723
C: 2.260651 -1.469423 1.575376
C: 3.517364 -1.384279 2.165619
C: 4.030585 -2.486539 2.830972
C: 3.288818 -3.657118 2.913782
C: 2.028544 -3.736185 2.333515
C: 1.510130 -2.642555 1.661738
C: 2.631019 1.341101 0.795184
C: 3.423381 1.814343 -0.243807
C: 4.228358 2.919052 -0.026048
C: 4.236562 3.539496 1.215598
C: 3.428513 3.076370 2.245476
C: 2.614672 1.976492 2.036948
H: 2.704733 -1.419269 -4.454995
H: 3.545663 -0.162661 -3.550700
H: 1.792308 -0.092493 -3.742298
H: 4.729776 -2.650797 -1.927714
H: 3.993174 -2.809852 -0.333700
H: 4.609968 -1.241755 -0.869401
H: 1.646226 -3.890166 -2.959926
H: 0.284741 -2.927101 -2.366227
H: 1.295631 -3.834375 -1.230810
H: -4.296190 1.890219 -1.190390
H: -4.191525 2.121670 -2.936858
H: -2.862038 2.640917 -1.894387
H: -4.528364 -1.219618 -1.054783
H: -3.690967 -2.193809 -2.270263
H: -4.931679 -1.039679 -2.760186
H: -1.040043 0.757647 -3.925594
H: -2.547026 0.433401 -4.741868
H: -1.580360 -0.921362 -4.151108
H: -1.191849 2.727665 1.053697
H: -2.803828 4.513178 1.602242
H: -5.183471 3.946251 2.005706
H: -5.950170 1.607205 1.841564
H: -4.346534 -0.184299 1.261182
H: -1.866738 -2.757947 -0.582524
H: -2.424180 -4.915399 0.513600
H: -2.805011 -4.998177 2.948500
H: -2.623997 -2.945469 4.311452
H: -2.084858 -0.786001 3.220924
H: 4.085130 -0.464997 2.091605
H: 5.011964 -2.427847 3.282161
H: 3.694833 -4.512586 3.437346
H: 1.452813 -4.649654 2.405144
H: 0.533742 -2.698435 1.195712
H: 3.392753 1.331762 -1.213258
H: 4.838331 3.312137 -0.827467
H: 4.866376 4.403984 1.377118
H: 3.423497 3.581334 3.201817
H: 1.953892 1.610832 2.814561
F: 0.667316 2.771640 -1.253800
Sb: 0.359349 4.785623 -1.163214
F: 2.237088 4.889318 -1.169182
F: 0.343600 4.649948 -3.040939
F: 0.039610 6.616174 -1.056613
F: -1.476675 4.300935 -1.142420
F: 0.375131 4.503815 0.709659

Cartesian forces, eV/Å:
Ir -0.7 -1.4 2.3
C 0.0 -0.3 0.3
Si -0.2 0.2 -0.5
C -0.3 0.0 0.0
C 0.4 0.2 -0.1
N -0.6 0.9 -0.5
P 0.7 -0.5 -0.5
C 0.2 0.1 0.2
P -0.8 0.0 -0.1
N 1.5 0.5 -0.9
Si -0.3 0.0 -0.5
C 0.2 -0.3 0.0
C 0.2 0.3 -0.1
C -0.1 0.2 0.4
C 0.2 -0.2 0.0
C 0.0 -0.1 0.0
C 0.0 0.0 0.0
C 0.0 0.0 0.0
C -0.1 0.0 0.0
C 0.1 0.0 0.0
C 0.3 0.5 0.2
C 0.1 -0.1 -0.2
C 0.0 -0.1 0.0
C 0.0 0.1 0.0
C 0.0 0.0 0.1
C 0.0 0.0 0.1
C -0.4 0.3 0.0
C 0.0 0.1 0.1
C 0.1 0.1 0.0
C 0.0 0.0 0.0
C 0.0 0.0 0.0
C 0.0 0.0 0.0
C -0.4 -0.1 0.3
C 0.0 -0.1 0.0
C 0.1 0.0 0.0
C 0.0 0.0 0.0
C 0.0 0.0 0.0
C 0.0 0.0 0.0
H 0.0 0.0 0.0
H 0.0 0.0 0.0
H 0.0 -0.1 -0.1
H 0.0 0.0 0.0
H 0.0 0.0 0.0
H 0.0 0.0 0.0
H 0.0 0.0 0.0
H 0.0 0.0 0.0
H 0.0 0.0 0.0
H 0.0 0.0 0.0
H 0.0 0.0 0.0
H 0.0 0.0 0.0
H 0.0 0.0 0.0
H 0.0 0.0 0.0
H 0.0 0.0 0.0
H -0.1 0.0 -0.1
H -0.1 0.0 0.0
H 0.1 0.0 0.1
H 0.0 0.1 0.0
H 0.0 0.0 0.0
H 0.0 0.0 0.0
H 0.0 0.0 0.0
H -0.1 0.0 0.0
H 0.0 0.0 0.0
H 0.0 0.0 0.0
H 0.0 0.0 0.0
H 0.0 0.0 0.0
H -0.1 0.0 0.0
H 0.0 0.0 0.0
H 0.0 0.0 0.0
H 0.0 0.0 0.0
H 0.0 0.0 0.0
H 0.0 -0.1 0.0
H 0.1 0.0 0.0
H 0.0 0.0 0.0
H 0.0 0.0 0.0
H 0.0 0.0 0.0
H 0.1 0.1 0.0
F 0.1 0.1 -0.2
Sb 0.0 -0.6 0.0
F -0.2 0.1 0.0
F 0.0 0.1 0.2
F 0.1 -0.1 0.0
F 0.3 0.1 0.0
F 0.0 0.1 -0.2

---

Entry from the Open Molecules 2025 dataset: a 2-piece molecular cluster, C4H10N3 overall (wB97M-V/def2-TZVPD).

Properties
E_LUMO	-4.23	eV
net charge	+1
ΔE to the lowest compared entry with this formula, charge and spin	4.367	eV
frontier orbital gap	9.20	eV
DFT total energy	-322.30010	hartree

Atoms and positions in Å:
C: -0.391892 2.932224 0.076368
C: -0.666517 0.570983 0.824546
C: 0.477075 -0.244934 0.258666
C: 2.719988 -0.356822 -0.531674
N: -0.621884 1.861548 0.500826
N: 1.614234 0.278759 0.013896
N: -2.281743 -1.483686 -0.288221
H: -0.182530 3.944353 -0.128114
H: -1.549917 0.072354 0.341705
H: -0.841435 0.554566 1.958693
H: 0.214640 -1.350745 0.217008
H: 2.668868 -1.534592 -0.307677
H: 2.678091 -0.271014 -1.574886
H: 3.536119 0.246510 -0.216296
H: -2.587925 -1.471626 -1.299608
H: -3.128124 -1.531990 0.420551
H: -1.657050 -2.215880 -0.265778

Cartesian forces, eV/Å:
C -1.1 -5.0 2.3
C -1.1 -2.7 1.9
C 2.3 -0.6 0.5
C -0.3 -3.5 1.0
N 1.6 7.4 -3.0
N -4.2 1.0 0.7
N -4.0 2.1 -0.5
H 0.1 0.8 -0.4
H 0.0 0.3 0.3
H 0.5 -0.5 -1.4
H 0.6 1.3 -0.1
H 0.9 2.5 -0.3
H -0.1 0.2 -1.7
H 1.3 -0.5 0.4
H -0.2 0.1 1.8
H 2.4 -0.5 -2.3
H 1.2 -2.3 0.8

---

Entry from the Open Molecules 2025 dataset: one molecule with the formula C21H26N2O3 (wB97M-V/def2-TZVPD).

Properties
E_LUMO	0.61	eV
SMILES	CCCOc1ccc(C(=O)Nc2ccc(CN3CCOCC3)cc2)cc1
ΔE to the lowest compared entry with this formula, charge and spin	2.486	eV
frontier orbital gap	8.96	eV
DFT total energy	-1151.04740	hartree

Atoms and positions in Å:
C: 3.939154 3.040023 1.795383
C: 3.957427 3.878882 0.523253
C: 2.976649 3.389212 -0.547035
O: 3.394229 2.173337 -1.137917
C: 2.999020 0.967436 -0.660864
C: 3.668461 -0.130396 -1.212800
C: 3.347792 -1.413493 -0.833830
C: 2.325996 -1.643967 0.084869
C: 2.036952 -3.034934 0.517962
O: 2.910837 -3.836953 0.781513
N: 0.721235 -3.377974 0.677386
C: -0.429471 -2.733264 0.216881
C: -1.607698 -2.845670 0.950949
C: -2.759744 -2.213777 0.524809
C: -2.772125 -1.462891 -0.644824
C: -3.998136 -0.685526 -1.053021
N: -4.044035 0.674998 -0.529531
C: -4.111403 0.746100 0.918633
C: -4.359614 2.199938 1.324149
O: -3.340569 3.046562 0.846510
C: -3.252496 2.961690 -0.556247
C: -2.972997 1.528174 -1.010588
C: -1.602700 -1.390793 -1.393806
C: -0.446081 -2.021499 -0.980088
C: 1.667688 -0.554408 0.643050
C: 1.998075 0.737543 0.280926
H: 4.199987 2.005951 1.581870
H: 4.660014 3.432014 2.508998
H: 2.955104 3.061957 2.258965
H: 3.703532 4.913644 0.761616
H: 4.960834 3.865704 0.093574
H: 2.964131 4.106161 -1.374692
H: 1.963022 3.318087 -0.142097
H: 4.447024 0.059653 -1.934668
H: 3.879807 -2.256740 -1.247455
H: 0.579341 -4.256227 1.161875
H: -1.613049 -3.425455 1.862943
H: -3.663694 -2.308705 1.109167
H: -4.047997 -0.608958 -2.142796
H: -4.900205 -1.192993 -0.699939
H: -4.940577 0.126006 1.265613
H: -3.178538 0.396017 1.393823
H: -4.361821 2.304117 2.410514
H: -5.331175 2.524004 0.921635
H: -2.441189 3.627966 -0.854819
H: -4.194804 3.304643 -1.009500
H: -2.952891 1.490609 -2.101715
H: -1.987677 1.214635 -0.623248
H: -1.599357 -0.845261 -2.326317
H: 0.444407 -1.967486 -1.586195
H: 0.897840 -0.709803 1.384811
H: 1.469500 1.553378 0.747753

Cartesian forces, eV/Å:
C 0.1 0.1 -0.2
C -0.3 -0.3 -0.1
C 0.1 0.6 0.2
O 0.1 -0.3 0.0
C 0.0 -0.4 -0.1
C 0.0 0.2 0.0
C -0.2 -0.1 0.1
C 0.2 0.3 0.1
C 0.1 0.0 0.1
O 0.1 0.0 -0.1
N -0.1 -0.5 0.3
C -0.5 0.2 -0.2
C 0.2 0.0 0.0
C 0.0 0.0 -0.2
C -0.1 0.0 0.0
C 0.0 0.1 0.0
N -0.1 0.0 0.0
C 0.0 0.4 0.1
C -0.1 -0.3 0.2
O 0.1 0.1 0.1
C 0.2 -0.1 -0.3
C -0.1 0.4 0.2
C -0.1 -0.1 0.1
C 0.0 -0.1 0.0
C 0.2 -0.2 -0.1
C 0.0 0.4 0.0
H 0.0 -0.1 0.1
H 0.0 0.0 0.1
H -0.1 0.0 0.1
H 0.0 0.1 -0.1
H 0.0 0.1 -0.1
H -0.1 -0.1 0.1
H 0.0 0.0 -0.1
H 0.1 0.0 -0.1
H 0.1 -0.1 0.0
H 0.2 0.1 -0.1
H 0.0 0.0 0.1
H -0.1 0.0 0.1
H 0.0 -0.1 0.0
H 0.0 0.0 -0.1
H 0.0 0.0 0.1
H -0.1 0.0 0.0
H -0.1 0.0 -0.1
H 0.1 0.0 0.1
H -0.1 0.0 0.0
H 0.1 0.0 0.0
H 0.1 0.0 0.0
H 0.0 0.0 -0.1
H 0.0 0.1 -0.1
H 0.0 0.0 -0.1
H -0.1 0.0 0.0
H 0.0 0.1 0.0

---

Entry from the Open Molecules 2025 dataset: a 2-piece molecular cluster, C14H16 overall (wB97M-V/def2-TZVPD).

Properties
E_LUMO	0.95	eV
SMILES	Cc1ccccc1.Cc1ccccc1
ΔE to the lowest compared entry with this formula, charge and spin	1.170	eV
frontier orbital gap	9.70	eV
DFT total energy	-543.02987	hartree

Atoms and positions in Å:
C: 2.483826 2.546291 1.251566
C: 2.000926 1.314868 1.946402
C: 2.595094 0.056516 1.748705
C: 2.047439 -1.098945 2.270673
C: 0.805984 -1.013421 2.901909
C: 0.173998 0.208213 3.120992
C: 0.858794 1.357881 2.723500
H: 3.420422 2.436287 0.686985
H: 2.762744 3.271311 2.024188
H: 1.736411 2.848197 0.516309
H: 3.620181 0.113207 1.391636
H: 2.578585 -2.038217 2.163117
H: 0.368536 -1.921659 3.303651
H: -0.805421 0.087967 3.564110
H: 0.351168 2.277836 3.028209
C: -1.510653 -1.550504 -4.460556
C: -1.614081 -0.938361 -3.053839
C: -0.587517 -1.217769 -2.145325
C: -0.466307 -0.422509 -0.994388
C: -1.573818 0.296552 -0.599422
C: -2.721967 0.440579 -1.396682
C: -2.731974 -0.206911 -2.610917
H: -2.515230 -1.569005 -4.873879
H: -1.196388 -2.586229 -4.380158
H: -0.682543 -1.024711 -4.925328
H: 0.273487 -1.847749 -2.337616
H: 0.496809 -0.379668 -0.501675
H: -1.567745 0.825295 0.342835
H: -3.638980 0.851091 -0.993535
H: -3.531098 -0.323750 -3.343926

Cartesian forces, eV/Å:
C 1.1 0.1 0.3
C -0.1 -1.0 -0.2
C 0.7 1.0 0.6
C -0.3 0.3 0.0
C 0.2 -0.6 0.1
C 1.3 -1.4 -0.4
C -2.0 0.4 0.5
H -0.2 -0.5 0.1
H -0.6 0.5 -0.4
H 0.0 0.5 0.4
H -0.2 -0.5 -0.6
H -0.1 0.0 0.1
H -0.1 0.0 -0.2
H 0.0 1.0 0.3
H 0.5 0.2 -0.6
C -0.3 -0.1 2.0
C 0.5 -1.5 0.6
C 0.7 1.8 0.0
C -0.6 -0.7 -0.7
C -0.4 1.3 0.3
C 0.1 -1.3 0.5
C 0.8 -0.9 -1.6
H 0.3 0.4 -0.9
H 0.1 -0.2 0.1
H -0.5 0.2 -0.9
H -0.2 -0.1 -0.6
H -0.3 -0.2 0.6
H 0.2 0.1 0.1
H 0.2 0.4 0.0
H -0.4 0.9 0.6